# 1
{"formula": "C58H53CoN4P2Te", "method": "wB97M-V/def2-TZVPD", "multiplicity": 2, "orbital_gap_ev": [4.529, 4.416], "total_charge": -1, "total_energy_ha": -4794.3309, "elements": ["Co", "C", "P", "C", "C", "C", "C", "C", "C", "C", "C", "C", "C", "C", "C", "C", "C", "C", "C", "C", "P", "C", "C", "C", "C", "C", "C", "C", "C", "C", "C", "C", "C", "N", "H", "H", "H", "H", "H", "H", "H", "H", "H", "H", "H", "H", "H", "H", "H", "H", "H", "H", "H", "H", "H", "H", "H", "H", "H", "H", "C", "N", "C", "C", "C", "C", "C", "N", "C", "C", "C", "C", "C", "C", "H", "H", "H", "H", "H", "H", "H", "H", "H", "H", "H", "C", "C", "C", "C", "C", "C", "Te", "C", "C", "C", "H", "H", "H", "H", "H", "H", "H", "H", "H", "H", "H", "N", "C", "C", "C", "C", "C", "C", "C", "H", "H", "H", "H", "H"], "xyz": [[-0.387, 0.059, 0.035], [2.136, 0.924, 0.270], [2.770, -0.106, -1.147], [3.491, 1.240, -2.165], [4.738, 1.079, -2.767], [5.255, 2.054, -3.597], [4.530, 3.206, -3.857], [3.279, 3.364, -3.289], [2.762, 2.389, -2.456], [4.298, -0.628, -0.255], [4.400, -1.970, 0.088], [5.476, -2.426, 0.829], [6.456, -1.538, 1.242], [6.351, -0.193, 0.921], [5.279, 0.261, 0.178], [0.349, 0.458, 2.147], [1.022, -0.394, 3.261], [0.321, -1.700, 3.051], [-0.719, -1.490, 2.217], [-1.578, -2.440, 1.454], [-0.716, -2.184, -0.172], [0.493, -3.560, -0.170], [1.274, -3.675, -1.321], [2.060, -4.790, -1.531], [2.087, -5.813, -0.592], [1.371, -5.675, 0.585], [0.590, -4.555, 0.802], [-1.841, -2.927, -1.421], [-2.105, -4.295, -1.474], [-2.898, -4.812, -2.480], [-3.434, -3.977, -3.449], [-3.182, -2.617, -3.399], [-2.392, -2.098, -2.392], [-0.841, -0.187, 1.790], [1.440, 1.669, -0.113], [2.991, 1.460, 0.716], [5.318, 0.186, -2.566], [6.228, 1.912, -4.050], [4.934, 3.969, -4.508], [2.699, 4.250, -3.502], [1.780, 2.519, -2.031], [3.618, -2.650, -0.220], [5.548, -3.472, 1.095], [7.302, -1.887, 1.817], [7.107, 0.506, 1.255], [5.197, 1.313, -0.061], [1.017, -0.038, 4.297], [0.588, -2.619, 3.542], [-2.597, -2.044, 1.367], [-1.605, -3.460, 1.827], [1.238, -2.878, -2.054], [2.641, -4.877, -2.439], [2.667, -6.707, -0.772], [1.398, -6.456, 1.333], [0.050, -4.476, 1.732], [-1.676, -4.959, -0.734], [-3.092, -5.875, -2.519], [-4.040, -4.391, -4.241], [-3.596, -1.960, -4.147], [-2.179, -1.040, -2.355], [-1.340, 2.948, -0.690], [-0.836, 2.065, 0.332], [-0.132, 2.660, 1.300], [0.482, 1.926, 2.285], [1.739, 2.264, 2.904], [2.678, 1.298, 2.976], [2.300, -0.083, 2.485], [1.517, 0.031, 1.225], [-2.611, 3.695, -0.353], [-3.397, 4.169, -1.398], [-4.495, 4.971, -1.149], [-4.817, 5.329, 0.147], [-4.061, 4.835, 1.196], [-2.978, 4.011, 0.951], [-1.511, 2.363, -1.600], [-0.584, 3.718, -0.939], [0.023, 3.743, 1.258], [1.931, 3.286, 3.202], [3.665, 1.462, 3.379], [3.134, -0.792, 2.448], [-3.152, 3.907, -2.418], [-5.093, 5.330, -1.975], [-5.654, 5.986, 0.337], [-4.311, 5.096, 2.213], [-2.421, 3.594, 1.778], [-9.540, 0.012, -0.135], [-8.043, 0.038, -0.002], [-7.419, -0.312, 1.185], [-6.040, -0.250, 1.325], [-5.440, -0.652, 2.641], [-5.230, 0.183, 0.265], [-3.072, 0.500, 0.595], [-5.860, 0.506, -0.940], [-5.082, 1.003, -2.123], [-7.240, 0.426, -1.063], [-10.008, -0.214, 0.821], [-9.845, -0.744, -0.860], [-9.910, 0.978, -0.480], [-8.025, -0.624, 2.029], [-6.218, -0.886, 3.367], [-4.816, 0.149, 3.036], [-4.807, -1.530, 2.514], [-4.022, 0.793, -1.997], [-5.203, 2.082, -2.216], [-5.439, 0.539, -3.040], [-7.703, 0.697, -2.006], [0.146, 0.394, -1.727], [-0.032, 0.251, -2.885], [-0.109, 0.104, -4.249], [0.806, -0.765, -4.905], [0.768, -0.909, -6.266], [-0.166, -0.211, -7.033], [-1.068, 0.646, -6.404], [-1.053, 0.810, -5.042], [1.541, -1.288, -4.308], [1.473, -1.565, -6.762], [-0.178, -0.322, -8.108], [-1.786, 1.186, -7.008], [-1.754, 1.478, -4.561]]}


# 2
{"formula": "C58H55ClFN6O7PSYb", "method": "wB97M-V/def2-TZVPD", "orbital_gap_ev": 5.597, "total_charge": 0, "total_energy_ha": -5556.7747, "elements": ["Yb", "C", "N", "C", "N", "C", "C", "C", "C", "C", "C", "C", "C", "C", "C", "C", "C", "C", "C", "P", "C", "N", "C", "C", "N", "C", "C", "C", "C", "C", "C", "C", "C", "C", "C", "C", "C", "C", "C", "N", "C", "C", "N", "C", "C", "C", "C", "C", "C", "C", "C", "C", "C", "C", "C", "C", "H", "H", "H", "H", "H", "H", "H", "H", "H", "H", "H", "H", "H", "H", "H", "H", "H", "H", "H", "H", "H", "H", "H", "H", "H", "H", "H", "H", "H", "H", "H", "H", "H", "H", "H", "H", "H", "H", "H", "O", "H", "H", "O", "H", "H", "O", "H", "H", "O", "H", "H", "F", "S", "C", "C", "C", "C", "C", "Cl", "C", "C", "C", "O", "C", "C", "O", "O", "H", "H", "H", "H", "H", "H", "H", "H"], "xyz": [[15.551, 14.037, 14.480], [11.272, 14.677, 14.128], [11.849, 14.075, 15.280], [12.879, 14.571, 16.029], [13.493, 13.619, 16.729], [12.814, 12.495, 16.510], [11.779, 12.732, 15.633], [10.750, 11.878, 15.024], [11.039, 11.155, 13.845], [10.104, 10.266, 13.325], [8.811, 10.189, 13.882], [8.508, 10.957, 14.968], [9.468, 11.836, 15.480], [12.904, 11.245, 17.258], [12.631, 11.137, 18.580], [12.459, 9.893, 19.191], [12.537, 8.740, 18.451], [12.842, 8.878, 17.104], [13.085, 10.070, 16.488], [13.282, 16.335, 16.233], [14.881, 16.148, 17.132], [15.966, 15.779, 16.539], [16.994, 16.060, 17.393], [16.506, 16.659, 18.441], [15.164, 16.816, 18.268], [14.188, 17.401, 19.178], [17.309, 17.199, 19.554], [17.771, 18.491, 19.490], [18.555, 19.011, 20.483], [19.016, 18.155, 21.567], [18.515, 16.877, 21.669], [17.639, 16.430, 20.639], [18.352, 15.558, 17.244], [18.597, 14.180, 17.055], [19.927, 13.649, 16.892], [20.927, 14.503, 17.059], [20.769, 15.866, 17.332], [19.452, 16.420, 17.354], [13.745, 16.875, 14.491], [14.615, 16.253, 13.684], [14.710, 16.971, 12.559], [13.853, 18.054, 12.665], [13.270, 18.008, 13.926], [12.128, 18.913, 14.499], [13.600, 19.109, 11.714], [13.609, 20.444, 12.161], [13.460, 21.440, 11.235], [13.200, 21.177, 9.913], [13.239, 19.915, 9.488], [13.480, 18.858, 10.309], [15.637, 16.465, 11.450], [16.374, 17.433, 10.700], [17.084, 17.041, 9.616], [17.138, 15.638, 9.324], [16.388, 14.728, 10.010], [15.629, 15.128, 11.075], [11.202, 15.726, 14.281], [10.222, 14.368, 14.033], [11.891, 14.400, 13.288], [11.998, 11.202, 13.354], [10.361, 9.637, 12.457], [8.180, 9.464, 13.459], [7.559, 10.824, 15.487], [9.132, 12.506, 16.304], [12.419, 12.013, 19.196], [12.260, 9.848, 20.256], [12.319, 7.716, 18.946], [12.942, 7.943, 16.562], [13.388, 10.248, 15.467], [14.619, 18.322, 19.467], [14.282, 16.748, 20.089], [13.253, 17.605, 18.703], [17.521, 19.196, 18.710], [18.840, 20.055, 20.412], [19.759, 18.483, 22.263], [18.804, 16.160, 22.481], [17.246, 15.405, 20.708], [17.736, 13.574, 16.948], [19.983, 12.639, 16.669], [21.960, 13.994, 16.965], [21.617, 16.475, 17.561], [19.286, 17.458, 17.579], [12.512, 19.801, 15.005], [11.656, 18.367, 15.238], [11.417, 19.133, 13.701], [13.823, 20.682, 13.199], [13.444, 22.465, 11.537], [12.907, 22.060, 9.289], [13.026, 19.814, 8.435], [13.583, 17.817, 9.978], [16.287, 18.434, 11.094], [17.656, 17.714, 8.963], [17.834, 15.298, 8.554], [16.501, 13.679, 9.847], [14.988, 14.406, 11.598], [15.831, 11.782, 15.633], [16.638, 11.470, 15.244], [15.153, 11.323, 15.034], [15.300, 13.895, 19.614], [15.329, 12.942, 19.734], [14.871, 13.872, 18.767], [12.755, 19.813, 17.408], [12.247, 20.510, 17.795], [13.655, 20.183, 17.489], [14.418, 10.885, 13.640], [15.097, 10.805, 12.960], [13.956, 11.703, 13.299], [13.838, 13.345, 13.046], [16.465, 18.577, 15.603], [15.373, 19.194, 16.531], [22.159, 11.915, 14.758], [20.944, 11.092, 15.084], [21.008, 10.291, 16.201], [19.980, 9.383, 16.420], [20.203, 8.259, 17.672], [18.893, 9.404, 15.563], [18.831, 10.253, 14.496], [19.883, 11.140, 14.257], [19.930, 12.039, 13.202], [18.875, 11.806, 12.252], [17.470, 12.171, 12.561], [16.530, 11.596, 11.952], [17.360, 13.115, 13.385], [22.925, 11.861, 15.533], [22.047, 12.997, 14.621], [22.569, 11.578, 13.777], [21.960, 10.370, 16.675], [18.073, 8.715, 15.811], [18.038, 10.219, 13.870], [18.878, 10.755, 11.941], [19.188, 12.382, 11.325]]}